#P
The following is a DFT calculation (wB97M-V/def2-TZVPD) of a single CH3NO3 molecule.

Last column: natural (NBO) charge in e.
Element x y z (Å)
C 0.31860 0.36946 -0.46969  0.04
N -1.05918 -0.42464 0.44914  0.50
O -0.78856 -1.45981 1.04361  -0.39
O -2.10915 0.00274 0.17320  -0.36
O 1.38378 -0.40540 -0.25066  -0.65
H -0.15878 0.65974 -1.44116  0.21
H 0.44662 1.24827 0.13957  0.16
H 1.96667 0.00963 0.35600  0.49

* orbital gap: 10.444 eV
* SMILES: O=[N+]([O-])CO
* LUMO energy: 0.42 eV
* highest occupied orbital energy: -10.0 eV

#Q
The following is a DFT calculation (wB97M-V/def2-TZVPD) of a single CH3NO3 molecule.

Last column: natural (NBO) charge in e.
Element x y z (Å)
C -0.57506 -0.36266 0.19285  -0.02
N 1.05718 -0.04281 -0.07255  0.54
O 1.76867 -0.97567 -0.18464  -0.36
O 1.30067 1.09805 -0.10335  -0.37
O -1.29769 0.82629 0.00618  -0.68
H -0.93558 -1.31293 -0.42854  0.20
H -0.54354 -0.43012 1.29202  0.20
H -0.77465 1.19986 -0.70196  0.48

* orbital gap: 11.709 eV
* SMILES: O=[N+]([O-])CO
* LUMO energy: 0.63 eV
* highest occupied orbital energy: -11.1 eV

#R
The following is a DFT calculation (wB97M-V/def2-TZVPD) of a single CH3NO3 molecule.

Last column: natural (NBO) charge in e.
Element x y z (Å)
C -0.28644 0.83756 -0.12972  0.85
N 0.81449 0.04622 0.28745  -0.89
O -1.30699 0.04618 -0.49540  -0.25
O -1.05870 -1.33360 -0.13428  -0.42
O -0.21637 1.98257 -0.46662  -0.57
H -0.07235 -1.44248 -0.78252  0.48
H 1.48866 0.59201 0.80572  0.40
H 0.63770 -0.72846 0.91538  0.40

* orbital gap: 11.291 eV
* SMILES: NC(=O)OO
* LUMO energy: 0.25 eV
* highest occupied orbital energy: -11.0 eV

#S
The following is a DFT calculation (wB97M-V/def2-TZVPD) of a single CH3NO3 molecule.

Last column: natural (NBO) charge in e.
Element x y z (Å)
C -1.33097 0.45333 -0.44180  0.56
N 0.31210 -0.19024 -0.70843  -0.03
O -2.06291 -0.06044 0.29300  -0.44
O 0.26962 -1.46888 -0.13727  -0.58
O 1.03608 0.74278 0.16127  -0.60
H -1.32382 1.42430 -1.04744  0.16
H 1.08235 -1.91381 -0.42925  0.47
H 1.91610 0.52577 -0.21506  0.47

* orbital gap: 10.101 eV
* SMILES: O=CN(O)O
* LUMO energy: 0.64 eV
* highest occupied orbital energy: -9.5 eV

Energies relative to the most stable structure are #P 0.885; #Q 0.627; #R 0.000; #S 1.231, reported in eV.

#P
The following is a DFT calculation (wB97M-V/def2-TZVPD) of 2 unconnected molecules or ions with the total composition C2H9NO.

Last column: natural (NBO) charge in e.
Element x y z (Å)
C 0.91050 1.58515 0.45874  -0.24
N -2.16016 -1.05176 -1.11200  -1.11
H 0.15687 2.36055 0.35971  0.19
H 1.61595 1.65556 -0.37607  0.16
H 1.44387 1.71310 1.39916  0.16
H -3.11018 -1.19428 -0.82220  0.37
H -1.70057 -0.19475 -0.84960  0.38
H -2.03828 -1.18937 -2.10198  0.36
C 1.00935 -0.77886 0.63009  -0.25
O 0.22018 0.36217 0.41773  -0.56
H 0.93139 -1.12739 1.65608  0.17
H 2.05740 -0.58604 0.39546  0.16
H 0.66367 -1.55409 -0.05512  0.20

* orbital gap: 10.519 eV
* SMILES: COC.N
* LUMO energy: 1.11 eV
* highest occupied orbital energy: -9.4 eV

#Q
The following is a DFT calculation (wB97M-V/def2-TZVPD) of 2 unconnected molecules or ions with the total composition C2H9NO.

Last column: natural (NBO) charge in e.
Element x y z (Å)
C -1.78831 0.14509 -0.81852  -0.25
N 1.43250 0.01062 2.35119  -1.07
H -2.12067 -0.21477 -1.79919  0.16
H -1.68236 -0.76846 -0.22096  0.16
H -2.51283 0.81190 -0.36061  0.19
H 0.85886 0.65500 1.82369  0.36
H 1.05809 -0.92769 2.29103  0.36
H 2.34926 -0.01265 1.92031  0.36
C 0.56085 0.00160 -1.04517  -0.25
O -0.58500 0.86299 -0.95103  -0.55
H 0.25322 -0.86791 -1.63284  0.17
H 1.33334 0.58791 -1.52274  0.19
H 0.84304 -0.28362 -0.03515  0.17

* orbital gap: 10.626 eV
* SMILES: COC.N
* LUMO energy: 0.93 eV
* highest occupied orbital energy: -9.7 eV

#R
The following is a DFT calculation (wB97M-V/def2-TZVPD) of 4 unconnected molecules or ions with the total composition C2H9NO.

Last column: natural (NBO) charge in e.
Element x y z (Å)
N 1.75653 -0.97502 1.43419  -1.10
H 2.24488 -1.54911 0.77915  0.36
H -4.50729 -2.51319 -0.64479  0.01
H 1.06098 -0.39428 0.89589  0.37
H 2.47452 -0.40280 1.97338  0.36
C -0.52908 1.02416 0.26906  -0.16
O 0.44636 0.54413 -0.87385  -0.47
C -0.89478 0.15800 -0.90734  -0.10
H -0.70927 0.64787 1.24059  0.21
H -0.89835 1.94714 0.09809  0.18
H -1.01668 -0.88216 -0.92368  0.17
H -1.81061 0.51984 -1.40426  0.17
H -4.16160 -1.99414 -1.23326  -0.01

* orbital gap: 10.497 eV
* LUMO energy: 1.03 eV
* highest occupied orbital energy: -9.5 eV

#S
The following is a DFT calculation (wB97M-V/def2-TZVPD) of 2 unconnected molecules or ions with the total composition C2H9NO.

Last column: natural (NBO) charge in e.
Element x y z (Å)
C -2.00594 -1.47222 1.70827  -0.42
N -2.03937 -0.60676 0.53204  -0.62
C -0.79863 0.13822 0.35211  -0.41
H -2.85127 -2.15757 1.68793  0.20
H -1.08716 -2.06030 1.73026  0.19
H -1.98890 -0.88644 2.63371  0.16
H -2.77339 0.05227 0.64162  0.35
H -0.34349 0.41318 1.32248  0.16
H -1.03231 1.09026 -0.12692  0.20
H -0.02615 -0.39051 -0.20635  0.19
H 4.93080 1.18280 -3.37734  0.47
H 4.84231 2.66675 -3.12892  0.47
O 5.17349 2.03032 -3.76888  -0.93

* orbital gap: 9.739 eV
* SMILES: CNC.O
* LUMO energy: 0.85 eV
* highest occupied orbital energy: -8.9 eV

Energies relative to the most stable structure are #P 0.181; #Q 0.278; #R 3.462; #S 0.000, reported in eV.

#P
The following is a DFT calculation (wB97M-V/def2-TZVPD) of 2 unconnected molecules or ions with the total composition C4H5N3.

Last column: natural (NBO) charge in e.
Element x y z (Å)
N 1.16602 0.74261 2.34747  -1.06
C -0.19469 -0.19105 0.17761  -0.18
C -1.27237 -0.75802 -0.13266  0.35
N -1.99209 -1.13740 -1.11858  -0.45
C -1.25619 -0.73072 -2.21158  0.23
N -0.09374 -0.09879 -2.18107  -0.44
C 0.47092 0.19539 -0.98971  0.07
H 1.62278 -0.11576 2.64235  0.36
H 1.59856 1.51721 2.83679  0.36
H 0.19975 0.67827 2.65183  0.36
H -1.69486 -0.96327 -3.17649  0.20
H 1.42723 0.72115 -1.00910  0.21

* orbital gap: 9.135 eV
* SMILES: C1=C=NC=NC=1.N
* LUMO energy: 0.02 eV
* highest occupied orbital energy: -9.1 eV

#Q
The following is a DFT calculation (wB97M-V/def2-TZVPD) of a single C4H5N3 molecule.

Last column: natural (NBO) charge in e.
Element x y z (Å)
C -1.49045 0.27722 0.94151  0.26
C 0.39198 -0.43721 -0.39409  0.36
C 1.69787 0.01143 -0.82479  -0.10
C 2.67952 0.23496 -1.56244  -0.13
H -3.03715 0.43510 1.97853  0.35
H -2.06409 -0.08821 0.06907  0.21
H 0.72786 0.47482 1.38485  0.42
H -0.25763 -1.79438 -1.72266  0.36
H 3.64590 0.45145 -1.75430  0.22
N -2.00719 0.74465 1.97998  -0.66
N -0.11293 0.32256 0.68072  -0.62
N -0.54966 -1.06681 -1.07737  -0.68

* orbital gap: 9.202 eV
* SMILES: [H]/N=C/N/C(C#C)=N/[H]
* LUMO energy: -0.07 eV
* highest occupied orbital energy: -9.3 eV

Energies relative to the most stable structure are #P 0.258; #Q 0.000, reported in eV.